# 1
Below is a structure of composition C28H42F5InNO6S in a non-equilibrium geometry, with properties calculated with ωB97M-V/def2-TZVPD.

Values from the calculation:
* net charge: -1
* HOMO: -5.7 eV
* electronic energy: -2685.3840 Ha

```
84
Properties=species:S:1:pos:R:3:lowdin_charge:R:1
C 1.87796 0.42062 2.04420 -0.16
C 2.12877 0.74462 3.64392 -0.29
C 0.99141 0.12305 4.64777 -0.43
C -0.48179 0.48442 3.94358 -0.20
In 1.03825 -2.12759 4.88743 0.58
C 0.58578 -3.29877 2.99328 -0.31
C 1.88253 -3.38827 1.94062 -0.30
C 1.28299 -3.84835 0.48625 -0.22
C 2.38509 -3.70528 -0.76314 -0.22
C 3.25490 -2.31773 -0.68160 -0.23
C 4.28082 -2.06054 -1.93196 -0.21
C 3.76829 -0.96146 -3.04064 -0.23
C 3.17989 0.42801 -2.40706 -0.21
C 1.60832 0.74581 -2.73601 -0.21
C 0.64721 -0.59638 -2.76095 -0.21
C -0.92577 -0.14046 -2.90318 -0.20
C -1.50394 0.07635 -1.37500 -0.17
N -2.99900 0.39900 -1.32236 -0.18
C -3.88485 0.14858 -2.52953 -0.08
C -5.41151 0.57986 -2.11889 -0.08
C -5.29210 1.06983 -0.54076 -0.08
C -3.71606 0.95224 -0.10240 -0.04
S 3.13574 -3.03210 5.92125 0.67
O 2.74353 -4.43645 6.52679 -0.47
O 4.18844 -3.35374 4.80911 -0.47
C 3.80635 -2.02509 7.35073 -0.30
F 2.60146 -1.56870 8.14001 -0.04
F 4.55529 -2.94722 8.23518 0.00
C 4.61354 -0.66277 6.92730 -0.16
F 5.62960 -0.42819 8.02079 0.00
F 5.39081 -0.75553 5.67015 0.03
F 3.76764 0.57053 6.91371 0.03
H 2.90679 0.06283 1.58296 0.07
H 1.53969 1.34933 1.41163 0.07
H 1.11377 -0.46013 1.85449 0.07
H 3.20593 0.40888 3.95492 0.09
H 2.04599 1.93135 3.74389 0.11
H 0.96295 0.66226 5.70073 0.08
H -0.81719 -0.39555 3.21674 0.05
H -1.33710 0.60322 4.73355 0.07
H -0.40951 1.46554 3.26765 0.08
H -0.30857 -2.54020 6.05746 -0.07
H -0.28397 -2.81498 2.35936 0.03
H 0.28804 -4.43519 3.19476 0.06
H 2.66682 -4.14260 2.37838 0.11
H 2.37256 -2.32523 1.96618 0.06
H 0.26287 -3.31439 0.20655 0.10
H 1.01286 -5.00658 0.58830 0.12
H 3.12520 -4.63697 -0.76751 0.11
H 1.73735 -3.81940 -1.74710 0.10
H 2.50520 -1.44811 -0.45831 0.08
H 3.93830 -2.41508 0.29263 0.12
H 4.60308 -3.05593 -2.49283 0.12
H 5.27455 -1.60123 -1.45704 0.11
H 3.06671 -1.51004 -3.79846 0.09
H 4.73929 -0.65445 -3.66386 0.11
H 3.81088 1.33055 -2.85162 0.11
H 3.37224 0.41432 -1.23283 0.11
H 1.47149 1.41752 -3.71358 0.12
H 1.21010 1.43791 -1.84719 0.11
H 0.90576 -1.23939 -3.71128 0.11
H 0.77431 -1.24278 -1.76826 0.11
H -1.50152 -1.08360 -3.34781 0.11
H -1.09280 0.81339 -3.56274 0.12
H -1.38308 -0.95810 -0.79181 0.13
H -0.84860 0.85489 -0.75384 0.13
H -3.63668 -0.26033 -3.59864 0.11
H -6.36116 0.54781 -2.80333 0.07
H -6.16708 1.43858 0.16073 0.07
H -3.25771 1.23608 0.93981 0.11
C -4.60950 5.75580 -4.33874 0.07
C -4.47774 4.44051 -4.15606 -0.20
C -5.32665 3.46755 -4.89792 -0.30
O -5.16957 2.26431 -4.72311 0.09
C -6.33932 4.00109 -5.82227 0.08
C -6.47326 5.31651 -6.00220 -0.21
C -5.60580 6.28795 -5.28112 -0.31
O -5.74023 7.49048 -5.48117 0.10
O -7.42475 5.82484 -6.86733 0.07
O -3.54530 3.93298 -3.27001 0.08
H -3.99759 6.47412 -3.80780 0.14
H -6.96162 3.28361 -6.34159 0.14
H -7.32212 6.80059 -6.82382 0.11
H -3.64389 2.95715 -3.31810 0.10
```


# 2
Below is an isolated molecule of C34H42N2O3 in a non-equilibrium geometry, with properties calculated with ωB97M-V/def2-TZVPD.

Values from the calculation:
* structure (SMILES): CCOC(=O)/C1=C(\OC(c2cc3c4c(c2)CCN4CCC3)c2cc3c4c(c2)CCN4CCC3)CCCCCC1
* HOMO: -6.5 eV
* electronic energy: -1655.9777 Ha

```
81
Properties=species:S:1:pos:R:3:lowdin_charge:R:1
C 2.57399 1.81708 3.83515 -0.07
C 1.85107 0.85321 2.91323 -0.20
O 2.07598 1.23828 1.50534 -0.05
C 1.89919 0.20871 0.61863 -0.42
O 1.68829 -0.94761 0.96960 0.10
C 2.17359 0.66519 -0.76207 -0.08
C 1.96089 -0.11834 -1.86791 -0.29
O 1.41971 -1.30351 -1.73786 -0.02
C -0.23385 -1.45096 -1.42474 -0.06
C -1.12499 -0.24541 -1.46329 -0.17
C -1.20298 0.69063 -0.41469 0.03
C -2.18538 1.70800 -0.42689 -0.12
C -3.05598 1.72182 -1.52281 -0.15
C -3.00614 0.80515 -2.58542 -0.15
C -2.02611 -0.17170 -2.55641 0.03
C -4.06957 1.16621 -3.56543 -0.09
C -4.59993 2.52676 -3.04585 -0.13
N -4.01190 2.65707 -1.73833 -0.10
C -4.08426 3.86409 -0.96784 -0.16
C -3.67724 3.58030 0.48156 -0.16
C -2.36409 2.78043 0.61664 -0.13
C -0.22600 -2.38140 -0.24437 -0.19
C -0.89123 -2.12055 0.96495 0.01
C -0.63057 -2.89980 2.08996 -0.16
C 0.05720 -4.09795 1.87856 -0.15
C 0.53366 -4.50765 0.62171 -0.14
C 0.42319 -3.61602 -0.42902 0.03
C 1.23239 -5.81509 0.79807 -0.09
C 1.27979 -6.01611 2.34074 -0.13
N 0.56350 -4.87212 2.85903 -0.10
C 0.51063 -4.53036 4.25592 -0.15
C 0.20024 -3.03047 4.43523 -0.16
C -0.90780 -2.51204 3.50372 -0.14
C 2.38782 0.28041 -3.25196 -0.10
C 1.76305 1.60313 -3.75340 -0.19
C 2.35069 2.91435 -3.24066 -0.20
C 1.77283 3.40280 -1.88131 -0.20
C 2.71793 3.15758 -0.70693 -0.19
C 3.25542 1.71091 -0.77160 -0.15
H 2.26832 1.52906 4.85153 0.08
H 3.66126 1.68961 3.72689 0.08
H 2.29947 2.86300 3.63734 0.08
H 2.21560 -0.18527 3.04293 0.12
H 0.74972 0.85277 3.06152 0.12
H -0.43432 -2.04982 -2.32936 0.13
H -0.50701 0.61819 0.43500 0.12
H -1.95841 -0.90291 -3.36946 0.13
H -3.70991 1.22391 -4.60099 0.12
H -4.88305 0.42436 -3.51767 0.12
H -5.69111 2.58288 -2.98800 0.12
H -4.27492 3.34367 -3.70001 0.12
H -3.43880 4.65382 -1.40495 0.13
H -5.11963 4.22079 -1.03804 0.12
H -3.59224 4.54452 0.99584 0.11
H -4.49129 3.01470 0.95524 0.12
H -1.51121 3.48055 0.56068 0.12
H -2.33875 2.33118 1.62019 0.12
H -1.56841 -1.27560 1.06592 0.11
H 0.93274 -3.82555 -1.38081 0.13
H 2.22949 -5.87290 0.33971 0.12
H 0.63124 -6.61865 0.35446 0.11
H 2.31999 -6.01695 2.71247 0.12
H 0.76380 -6.94461 2.64649 0.12
H 1.48792 -4.79783 4.71457 0.13
H -0.30148 -5.13134 4.71194 0.12
H -0.07360 -2.85156 5.48334 0.11
H 1.13099 -2.47988 4.21234 0.11
H -1.87630 -2.93195 3.81707 0.12
H -0.96075 -1.41726 3.56972 0.11
H 3.48576 0.33627 -3.30810 0.12
H 2.09322 -0.55586 -3.90176 0.12
H 1.89276 1.64095 -4.84368 0.10
H 0.67583 1.56528 -3.57331 0.11
H 3.45191 2.88187 -3.19923 0.11
H 2.10053 3.70014 -3.97603 0.11
H 1.56047 4.48195 -1.94218 0.10
H 0.81665 2.89398 -1.68233 0.10
H 3.59309 3.82886 -0.74270 0.11
H 2.20113 3.32211 0.25264 0.10
H 3.92152 1.51883 0.09187 0.13
H 3.85479 1.59967 -1.69034 0.10
```


# 3
Below is an isolated molecule of C16H18N2O5 in a non-equilibrium geometry, with properties calculated with ωB97M-V/def2-TZVPD.

Values from the calculation:
* structure (SMILES): CCC(=O)OC1([C@H](CC)c2ccccc2)C(=O)NC(=O)NC1=O
* HOMO: -9.4 eV
* electronic energy: -1106.1694 Ha

```
41
Properties=species:S:1:pos:R:3:lowdin_charge:R:1
C 1.65503 0.45858 -3.85298 -0.08
C 2.20232 -0.19498 -2.60933 -0.15
C 0.97999 -0.54122 -1.80144 -0.45
O 0.18202 -1.24577 -2.39475 0.11
O 0.90119 -0.08140 -0.50994 0.07
C -0.35262 -0.28280 0.32997 -0.09
C -0.46962 0.80046 1.57241 -0.14
C 0.43369 2.10742 1.33851 -0.15
C 0.13628 3.24942 2.45929 -0.05
C -0.30363 0.21042 2.95529 -0.22
C -1.35068 0.23786 3.88439 -0.04
C -1.36084 -0.46783 5.12252 -0.09
C -0.23908 -1.06806 5.64812 -0.06
C 0.93810 -0.94626 4.75676 -0.03
C 0.90780 -0.40195 3.40923 -0.01
C -1.57402 0.04271 -0.55481 -0.47
O -1.57062 0.94219 -1.30381 0.15
N -2.67173 -0.65593 -0.63246 0.24
C -2.77831 -1.81944 0.03749 -0.50
O -3.88200 -2.27753 0.18698 0.11
N -1.71475 -2.41492 0.63675 0.24
C -0.49613 -1.76961 0.64669 -0.37
O 0.47903 -2.44863 0.80564 0.14
H 2.51401 1.06423 -4.23805 0.09
H 0.74074 1.00864 -3.74214 0.08
H 1.51237 -0.33123 -4.56284 0.07
H 2.75111 0.43844 -1.97677 0.09
H 2.85477 -1.08947 -2.82576 0.15
H -1.47997 1.30427 1.50577 0.15
H 0.33681 2.49429 0.31575 0.10
H 1.42723 1.78766 1.20062 0.08
H 0.43903 4.18455 2.10848 0.03
H -0.86700 3.12864 2.86061 0.06
H 0.83950 3.09197 3.34125 0.09
H -2.28042 0.52576 3.44883 0.10
H -2.25671 -0.59707 5.74542 0.11
H -0.12484 -1.41789 6.62987 0.08
H 1.90730 -1.33804 5.10409 0.09
H 1.80225 -0.41472 2.76160 0.12
H -3.45469 -0.30668 -1.12910 0.18
H -1.58732 -3.39790 0.55037 0.17
```


# 4
Below is a structure of composition C3H3Br9 in a non-equilibrium geometry, with properties calculated with ωB97M-V/def2-TZVPD.

Values from the calculation:
* HOMO: -10.1 eV
* electronic energy: -23282.1757 Ha

```
15
Properties=species:S:1:pos:R:3:lowdin_charge:R:1
C 1.84540 -16.60938 22.51442 -1.53
Br 0.96505 -18.26950 21.93476 0.54
Br 1.31261 -15.06338 21.41688 0.48
Br 3.79140 -16.82555 22.54984 0.55
H 1.53306 -16.45795 23.54766 -0.02
C 1.07892 -14.21187 17.87735 -1.41
Br 0.76682 -12.26535 17.40504 0.53
Br 1.39649 -15.15484 16.09535 0.49
Br -0.52746 -14.95512 18.72979 0.51
H 1.88051 -14.31689 18.60848 -0.05
C 0.43071 -11.32614 20.81635 -1.55
Br 0.03406 -9.42502 20.65886 0.57
Br -0.27017 -12.23818 22.45261 0.49
Br 2.37702 -11.59081 20.81060 0.50
H 0.07433 -11.86602 19.93906 -0.12
```


# 5
Below is a cluster of 2 separate species, C7H9N in total in a non-equilibrium geometry, with properties calculated with ωB97M-V/def2-TZVPD.

Values from the calculation:
* structure (SMILES): c1ccncc1.C=C
* HOMO: -9.4 eV
* electronic energy: -326.7561 Ha

```
17
Properties=species:S:1:pos:R:3:lowdin_charge:R:1
C 1.52988 0.23552 1.24221 -0.14
C 1.46893 1.30610 0.39037 -0.07
C 1.31095 0.88504 -0.91177 -0.23
N 1.07229 -0.30674 -1.43107 0.04
C 1.13071 -1.37415 -0.49362 -0.04
C 1.17202 -1.02627 0.93943 -0.05
H 1.68814 0.38935 2.20628 0.06
H 1.60825 2.39323 0.57435 0.12
H 0.81426 1.63740 -1.72090 0.14
H 0.92409 -2.26264 -0.97482 0.06
H 1.10659 -1.63091 1.82096 0.09
C -3.42385 -0.62028 0.07360 -0.05
C -3.25738 0.78190 0.07829 -0.06
H -3.08199 -0.92949 -0.84760 -0.01
H -3.67229 -1.33699 0.90017 0.06
H -3.05252 1.30362 -0.81319 0.01
H -3.42804 1.45644 0.96119 0.05
```